Entry from OMol25: one molecule with the formula C6H9N (ωB97M-V/def2-TZVPD).

Atoms and positions in Å:
C: -0.2337 -0.9416 1.4580
C: -0.3904 -0.3519 0.0568
C: -1.5471 -0.9523 -0.6175
N: -2.4541 -1.4132 -1.1727
C: -0.3827 1.2085 0.0031
C: 0.9641 1.1806 -0.7597
C: 0.9154 -0.3641 -0.7995
H: -0.0715 -2.0240 1.4121
H: -1.1271 -0.7521 2.0627
H: 0.6282 -0.4820 1.9552
H: -0.3515 1.6711 0.9935
H: -1.2225 1.6408 -0.5500
H: 0.9288 1.6524 -1.7446
H: 1.8096 1.5941 -0.1964
H: 0.7847 -0.7951 -1.7967
H: 1.7497 -0.8711 -0.3044

Its multiplicity is 1. For the highest occupied orbital energy, the calculation gives -11.05 eV. The calculation puts the molar mass at 95.14 g mol⁻¹. The HOMO-LUMO gap comes out at 11.88 eV.

These are the natural (NBO) partial charges, in e, on atoms 1 to 8:
1 C -0.59
2 C -0.16
3 C 0.30
4 N -0.33
5 C -0.38
6 C -0.41
7 C -0.38
8 H 0.22

Entry from OMol25: C6H14NO as an isolated structure (ωB97M-V/def2-TZVPD).

Atoms and positions in Å:
C: 0.7370 0.3597 -1.1096
N: 1.3006 -0.8079 -0.4490
C: 0.2330 -1.9313 -0.7371
C: -1.1559 -2.5194 -0.0951
O: -1.9891 -1.6574 0.4053
C: -0.4801 1.0688 -0.5235
C: 0.6812 2.3896 1.4050
C: -0.3251 1.3400 0.9761
H: 1.5254 1.1401 -1.1208
H: 0.7418 0.2375 -2.2117
H: 0.9241 -2.7669 -0.5827
H: 0.5983 -1.0932 0.2750
H: -0.0159 -1.7989 -1.7911
H: -1.3635 -3.2484 -0.9362
H: -0.7685 -3.2868 0.6395
H: -0.4967 2.0758 -0.9744
H: -1.4654 0.6414 -0.7249
H: 1.7176 2.0783 1.2586
H: 0.4386 3.3527 0.9589
H: 0.6645 2.4643 2.4967
H: -0.1978 0.3577 1.4473
H: -1.3043 1.6042 1.3935

Its multiplicity is 1. For the highest occupied orbital energy, the calculation gives -2.72 eV. The calculation puts the molar mass at 116.18 g mol⁻¹. The HOMO-LUMO gap comes out at 6.60 eV. Its charge is -1.

These are the natural (NBO) partial charges, in e, on atoms 1 to 8:
1 C -0.23
2 N -0.65
3 C -0.39
4 C 0.03
5 O -0.91
6 C -0.42
7 C -0.61
8 C -0.40

| no. | largest force on an atom (eV/A) | total energy (Eh) |
| --- | --- | --- |
| 1 | 1.22 | -288.745632 |
| 2 | 5.03 | -366.869979 |